This record from the Open Molecules 2025 dataset describes a cluster of 2 separate species, C5H4N in total in a non-equilibrium geometry. The level of theory is the ωB97M-V functional and the def2-TZVPD basis.

CARTESIAN COORDINATES (ANGSTROEM)
C (-0.66, -0.72, -0.02)
C (-1.91, -0.20, -0.01)
C (0.43, -1.29, 0.01)
C (3.51, 0.65, -0.07)
C (-2.98, 0.55, -0.06)
N (2.60, 0.01, 0.14)
H (1.46, -1.57, 0.14)
H (-3.93, 0.14, 0.04)
H (4.51, 0.89, -0.07)
H (-3.02, 1.56, -0.09)

Values from the calculation:
- Kohn-Sham gap (eV) = 8.3
- energy above the lowest of the compared OMol25 structures with the same formula, charge and spin (kJ/mol) = 186.44
- highest occupied orbital energy (eV) = -15.54
- E_LUMO (eV) = -7.2
- net charge = +1

---

This record from the Open Molecules 2025 dataset describes the ion C5H4N with charge +1 in a non-equilibrium geometry. The level of theory is the ωB97M-V functional and the def2-TZVPD basis.

CARTESIAN COORDINATES (ANGSTROEM)
C (-0.24, 0.74, -2.51)
C (-0.66, 0.78, -1.32)
C (-1.40, 0.31, -0.22)
C (-0.44, -0.25, 0.52)
N (0.76, -0.30, 0.89)
C (1.34, -0.57, 1.94)
H (-0.13, 1.10, -3.49)
H (-2.44, -0.08, -0.20)
H (2.44, -0.45, 1.84)
H (0.76, -1.28, 2.54)

Values from the calculation:
- Kohn-Sham gap (eV) = 7.8
- energy above the lowest of the compared OMol25 structures with the same formula, charge and spin (kJ/mol) = 208.78
- highest occupied orbital energy (eV) = -14.36
- E_LUMO (eV) = -6.5
- net charge = +1

---

This record from the Open Molecules 2025 dataset describes the molecule C5H4N2. The level of theory is the ωB97M-V functional and the def2-TZVPD basis.

CARTESIAN COORDINATES (ANGSTROEM)
C (2.62, -0.06, -0.21)
C (1.54, -0.42, 0.21)
C (0.13, -0.35, 0.37)
C (-0.87, -0.88, -0.41)
C (-1.89, 0.08, -0.35)
N (-1.58, 1.10, 0.44)
N (-0.37, 0.81, 0.89)
H (3.46, 0.36, -0.69)
H (-0.83, -1.80, -0.98)
H (-2.81, 0.12, -0.93)
H (0.15, 1.47, 1.45)

Values from the calculation:
- Kohn-Sham gap (eV) = 9.9
- energy above the lowest of the compared OMol25 structures with the same formula, charge and spin (kJ/mol) = 231.04
- highest occupied orbital energy (eV) = -8.99
- E_LUMO (eV) = 0.9

---

This record from the Open Molecules 2025 dataset describes the molecule C5H4N2 in a non-equilibrium geometry. The level of theory is the ωB97M-V functional and the def2-TZVPD basis.

CARTESIAN COORDINATES (ANGSTROEM)
C (3.06, 0.53, 0.41)
C (1.82, 0.32, 0.12)
C (0.40, 0.05, 0.27)
C (-0.29, -1.08, -0.09)
C (-1.63, -0.65, -0.11)
N (-1.74, 0.65, 0.14)
N (-0.49, 1.06, 0.33)
H (1.55, 0.36, -0.97)
H (0.12, -2.05, -0.33)
H (-2.51, -1.24, -0.29)
H (-0.29, 2.04, 0.51)

Values from the calculation:
- Kohn-Sham gap (eV) = 8.9
- energy above the lowest of the compared OMol25 structures with the same formula, charge and spin (kJ/mol) = 475.61
- highest occupied orbital energy (eV) = -9.61
- E_LUMO (eV) = -0.8

---

This record from the Open Molecules 2025 dataset describes the molecule C5H4N2 in a non-equilibrium geometry. The level of theory is the ωB97M-V functional and the def2-TZVPD basis.

CARTESIAN COORDINATES (ANGSTROEM)
C (-0.77, -0.57, -2.56)
C (-0.41, -0.54, -1.41)
C (0.03, -0.31, -0.10)
C (1.37, -0.30, 0.33)
N (1.54, 0.43, 1.43)
N (0.11, 0.90, 1.74)
C (-0.71, 0.35, 0.85)
H (-1.10, -0.66, -3.56)
H (2.11, -0.92, -0.20)
H (-0.39, 1.30, 2.57)
H (-1.79, 0.32, 0.92)

Values from the calculation:
- Kohn-Sham gap (eV) = 9.4
- energy above the lowest of the compared OMol25 structures with the same formula, charge and spin (kJ/mol) = 293.33
- highest occupied orbital energy (eV) = -8.53
- E_LUMO (eV) = 0.8

---

This record from the Open Molecules 2025 dataset describes the molecule C5H4N2 in a non-equilibrium geometry. The level of theory is the ωB97M-V functional and the def2-TZVPD basis.

CARTESIAN COORDINATES (ANGSTROEM)
H (-2.83, -0.62, -0.01)
N (-1.95, -0.14, 0.02)
C (-0.82, -0.75, 0.07)
C (0.39, 0.08, -0.12)
C (-0.04, 1.31, -0.44)
N (-1.23, 1.70, -0.53)
C (1.73, -0.34, 0.02)
C (2.90, -0.65, 0.15)
H (-0.71, -1.82, 0.22)
H (-1.36, 2.17, 0.37)
H (3.92, -0.92, 0.25)

Values from the calculation:
- Kohn-Sham gap (eV) = 9.2
- energy above the lowest of the compared OMol25 structures with the same formula, charge and spin (kJ/mol) = 452.73
- highest occupied orbital energy (eV) = -8.57
- E_LUMO (eV) = 0.7

---

This record from the Open Molecules 2025 dataset describes the molecule C5H4N2. The level of theory is the ωB97M-V functional and the def2-TZVPD basis.

CARTESIAN COORDINATES (ANGSTROEM)
C (-1.96, 1.93, 0.66)
C (-1.02, 1.19, 0.47)
C (-0.03, 0.22, 0.17)
C (0.96, 0.17, -0.80)
C (1.41, -1.16, -0.77)
N (0.79, -1.88, 0.16)
N (-0.07, -1.02, 0.72)
H (-2.82, 2.55, 0.77)
H (1.27, 0.98, -1.44)
H (2.14, -1.64, -1.41)
H (-0.68, -1.33, 1.46)

Values from the calculation:
- Kohn-Sham gap (eV) = 10.1
- energy above the lowest of the compared OMol25 structures with the same formula, charge and spin (kJ/mol) = 180.98
- highest occupied orbital energy (eV) = -9.07
- E_LUMO (eV) = 1.0

---

This record from the Open Molecules 2025 dataset describes the molecule C5H4N2 in a non-equilibrium geometry. The level of theory is the ωB97M-V functional and the def2-TZVPD basis.

CARTESIAN COORDINATES (ANGSTROEM)
C (1.84, -0.45, 0.03)
C (0.64, -0.11, -0.50)
C (-0.57, 0.03, 0.42)
C (-1.78, -0.81, 0.11)
N (-2.78, -1.35, -0.29)
C (-1.13, 1.35, 0.19)
N (-1.27, 2.45, -0.19)
H (2.66, -0.35, -0.74)
H (1.95, -0.99, 1.11)
H (0.60, 0.23, -1.55)
H (-0.16, 0.01, 1.40)

Values from the calculation:
- Kohn-Sham gap (eV) = 11.6
- energy above the lowest of the compared OMol25 structures with the same formula, charge and spin (kJ/mol) = 234.20
- highest occupied orbital energy (eV) = -11.16
- E_LUMO (eV) = 0.5

---

This record from the Open Molecules 2025 dataset describes a structure of composition C5H4N2 in a non-equilibrium geometry. The level of theory is the ωB97M-V functional and the def2-TZVPD basis.

CARTESIAN COORDINATES (ANGSTROEM)
C (2.88, -0.88, 0.59)
C (1.73, -0.42, 0.28)
C (0.33, -0.10, 0.16)
C (-0.82, -0.84, 0.34)
N (-1.83, -0.06, -0.10)
N (-1.44, 1.13, -0.55)
C (-0.13, 1.13, -0.37)
H (2.57, 0.16, -0.67)
H (-0.97, -1.83, 0.76)
H (-2.82, -0.27, -0.06)
H (0.41, 2.07, -0.47)

Values from the calculation:
- Kohn-Sham gap (eV) = 9.8
- energy above the lowest of the compared OMol25 structures with the same formula, charge and spin (kJ/mol) = 420.98
- highest occupied orbital energy (eV) = -9.33
- E_LUMO (eV) = 0.5

---

This record from the Open Molecules 2025 dataset describes the molecule C5H4N2. The level of theory is the ωB97M-V functional and the def2-TZVPD basis.

CARTESIAN COORDINATES (ANGSTROEM)
C (1.89, -1.27, -0.49)
C (1.04, -0.39, -0.05)
C (-0.03, 0.32, 0.23)
C (-1.15, -0.13, 1.07)
N (-2.20, 0.57, 0.82)
N (-1.88, 1.56, -0.15)
C (-0.65, 1.43, -0.49)
H (2.93, -1.40, -0.22)
H (1.43, -1.94, -1.21)
H (-1.14, -0.97, 1.74)
H (-0.18, 2.06, -1.24)

Values from the calculation:
- Kohn-Sham gap (eV) = 9.3
- energy above the lowest of the compared OMol25 structures with the same formula, charge and spin (kJ/mol) = 275.04
- highest occupied orbital energy (eV) = -9.94
- E_LUMO (eV) = -0.6

---

This record from the Open Molecules 2025 dataset describes the molecule C5H4N2O in a non-equilibrium geometry. The level of theory is the ωB97M-V functional and the def2-TZVPD basis.

CARTESIAN COORDINATES (ANGSTROEM)
H (0.45, -3.01, -0.03)
N (0.39, -2.53, -0.99)
C (0.49, -1.31, -0.47)
N (0.83, -1.24, 0.87)
C (0.50, 0.00, 1.16)
C (0.01, 0.84, 0.10)
C (-0.85, 1.91, 0.18)
C (0.06, -0.07, -1.10)
O (-0.32, -0.01, -2.20)
H (0.69, 0.49, 2.20)
H (-1.15, 2.51, 0.97)
H (-1.10, 2.43, -0.68)

Values from the calculation:
- Kohn-Sham gap (eV) = 8.9
- energy above the lowest of the compared OMol25 structures with the same formula, charge and spin (kJ/mol) = 232.80
- highest occupied orbital energy (eV) = -10.01
- E_LUMO (eV) = -1.1

---

This record from the Open Molecules 2025 dataset describes the molecule C5H4N2O in a non-equilibrium geometry. The level of theory is the ωB97M-V functional and the def2-TZVPD basis.

CARTESIAN COORDINATES (ANGSTROEM)
H (-1.22, -3.49, 0.44)
N (-1.18, -2.67, -0.30)
C (-0.34, -1.60, -0.15)
C (0.26, -1.12, 1.13)
C (0.46, 0.20, 0.97)
C (-0.06, 0.77, -0.37)
C (0.29, 2.06, -0.71)
O (0.72, 2.74, 0.23)
N (-0.21, -0.45, -1.06)
H (0.25, -1.79, 1.94)
H (0.87, 0.66, 1.78)
H (0.39, 2.63, -1.72)

Values from the calculation:
- Kohn-Sham gap (eV) = 7.7
- energy above the lowest of the compared OMol25 structures with the same formula, charge and spin (kJ/mol) = 413.08
- highest occupied orbital energy (eV) = -9.91
- E_LUMO (eV) = -2.2